--- i ---
Molecular formula: C4H5N3O
Method: DFT, ωB97M-V/def2-TZVPD

The geometry in XYZ format:
```
13
Properties=species:S:1:pos:R:3
O 1.935 -0.873 -0.009
N -1.302 -1.519 0.159
N -1.647 1.349 -1.048
N 1.461 2.236 0.145
C -0.606 0.735 -0.647
C 0.775 1.268 0.022
C -0.453 -0.509 0.023
C 0.854 -0.269 0.660
H -1.414 2.217 -1.529
H -0.989 -2.452 0.376
H -2.269 -1.395 -0.106
H 0.915 -0.410 1.747
H 2.739 -0.378 0.207
```

Properties
Spin multiplicity: 1
HOMO-LUMO gap (alpha / beta) in eV: 6.98 / 7.59
LUMO level (alpha / beta) in eV: -0.78 / -0.84
E_HOMO (alpha / beta) in Ha: -0.2850 / -0.3100
Total charge: 0

Atom charges from the Mulliken analysis, given in e for atoms 1 to 6: -0.499, -0.405, -0.722, -0.586, 0.424, 0.171

---

--- ii ---
Molecular formula: C4H5N3O
Method: DFT, ωB97M-V/def2-TZVPD

The geometry in XYZ format:
```
13
Properties=species:S:1:pos:R:3
O -2.027 -2.230 -1.354
N -1.622 0.094 -1.210
N 0.028 -1.713 -0.324
N -0.959 0.972 -0.805
C 0.136 0.648 -0.052
C -1.303 -1.308 -1.052
C 0.665 -0.684 0.188
C 0.740 1.725 0.763
H 0.873 2.645 0.150
H 0.121 2.084 1.819
H 0.265 -2.637 -0.324
H 1.768 1.419 0.984
H 1.316 -1.015 1.217
```

Properties
Spin multiplicity: 1
HOMO-LUMO gap in eV: 8.29
LUMO level in eV: -0.44
E_HOMO in Ha: -0.3206
Total charge: 0

Atom charges from the Mulliken analysis, given in e for atoms 1 to 6: -0.503, -0.423, -0.041, -0.102, 0.538, 0.382

---

Last place for stability: i

---

--- i ---
Molecular formula: C4H5N3O
Method: DFT, ωB97M-V/def2-TZVPD

The geometry in XYZ format:
```
13
Properties=species:S:1:pos:R:3
O -0.405 0.660 -2.073
N 2.134 0.421 -0.728
N 0.070 -0.679 1.891
N -0.172 0.098 -0.798
C 1.092 -0.658 1.128
C 1.064 -0.021 -0.259
C -1.151 -0.276 1.355
C -1.284 0.018 0.033
H 2.056 -0.922 1.526
H -1.931 -0.496 2.045
H 2.026 0.986 -1.560
H -2.167 0.340 -0.510
H -1.330 0.527 -2.050
```

Properties
Spin multiplicity: 1
HOMO-LUMO gap in eV: 8.74
LUMO level in eV: 0.37
E_HOMO in Ha: -0.3076
Total charge: 0

Atom charges from the Mulliken analysis, given in e for atoms 1 to 6: -0.345, -0.686, -0.516, 0.117, -0.124, 0.486

---

--- ii ---
Molecular formula: C4H5N3O
Method: DFT, ωB97M-V/def2-TZVPD

The geometry in XYZ format:
```
13
Properties=species:S:1:pos:R:3
O -2.079 -2.199 -0.046
N 0.985 0.731 -0.183
N 2.803 -0.695 -0.040
N 3.893 -1.231 0.047
C -1.311 -0.155 -0.154
C 1.757 -0.311 -0.438
C -1.005 -1.525 0.000
C -0.359 0.876 -0.149
H -0.517 1.963 -0.192
H 3.870 -1.888 0.896
H -2.329 0.108 -0.397
H -2.926 -1.672 -0.166
H 1.646 1.483 -0.096
```

Properties
Spin multiplicity: 1
HOMO-LUMO gap in eV: 7.85
LUMO level in eV: -0.02
E_HOMO in Ha: -0.2894
Total charge: 0

Atom charges from the Mulliken analysis, given in e for atoms 1 to 6: -0.162, -0.184, 0.578, -1.037, -0.095, 0.163

---

--- iii ---
Molecular formula: C4H5N3O
Method: DFT, ωB97M-V/def2-TZVPD

The geometry in XYZ format:
```
13
Properties=species:S:1:pos:R:3
O -1.959 -1.280 -0.170
N -2.068 0.900 -0.017
N 2.214 0.567 -0.059
N 2.032 -0.833 0.222
C -1.340 -0.202 -0.115
C 0.652 -1.113 -0.136
C -0.024 -0.020 -0.153
C 0.990 0.988 -0.255
H 2.788 -1.461 0.029
H -1.316 1.580 1.138
H 1.116 2.033 -0.879
H -3.188 0.969 0.532
H 0.101 -2.126 -0.136
```

Properties
Spin multiplicity: 1
HOMO-LUMO gap in eV: 9.49
LUMO level in eV: -0.38
E_HOMO in Ha: -0.3626
Total charge: 0

Atom charges from the Mulliken analysis, given in e for atoms 1 to 6: -0.648, -0.651, -0.518, -0.039, 0.107, -0.308

---

Last place for stability: ii

---

--- i ---
Molecular formula: C4H5N3O
Method: DFT, ωB97M-V/def2-TZVPD

The geometry in XYZ format:
```
13
Properties=species:S:1:pos:R:3
O 2.302 -0.594 -0.012
N -1.346 -1.699 -0.106
N -2.309 -0.800 -0.022
N 0.591 1.482 -0.076
C 1.252 -1.445 0.163
C -0.355 0.485 -0.133
C -1.780 0.451 0.177
C -0.008 -0.962 -0.069
H -2.516 1.282 0.096
H 0.476 1.870 0.979
H 1.903 0.400 -0.214
H 1.644 -2.538 -0.046
H 0.143 2.068 -0.737
```

Properties
Spin multiplicity: 1
HOMO-LUMO gap in eV: 8.08
LUMO level in eV: -0.96
E_HOMO in Ha: -0.3322
Total charge: 0

Atom charges from the Mulliken analysis, given in e for atoms 1 to 6: -0.533, -0.333, -0.335, -0.628, 0.007, 0.505

---

--- ii ---
Molecular formula: C4H5N3O
Method: DFT, ωB97M-V/def2-TZVPD

The geometry in XYZ format:
```
13
Properties=species:S:1:pos:R:3
O -1.371 0.951 -0.143
N 0.095 -1.258 0.148
N 3.338 -0.152 0.079
N -1.258 -1.307 0.054
C 2.202 0.006 -0.240
C 0.750 -0.053 -0.347
C -1.936 -0.299 -0.184
C -0.091 1.070 0.287
H 0.190 2.109 0.089
H 0.728 -1.979 0.357
H -0.281 1.090 1.432
H -3.003 -0.334 -0.157
H 0.638 0.156 -1.375
```

Properties
Spin multiplicity: 1
HOMO-LUMO gap in eV: 9.60
LUMO level in eV: 0.75
E_HOMO in Ha: -0.3251
Total charge: 0

Atom charges from the Mulliken analysis, given in e for atoms 1 to 6: -0.379, 0.041, -0.429, -0.662, -0.067, 0.639

---

Last place for stability: i

---

--- i ---
Molecular formula: C4H5N3O
Method: DFT, ωB97M-V/def2-TZVPD

The geometry in XYZ format:
```
13
Properties=species:S:1:pos:R:3
O 0.151 -0.581 1.599
N 2.224 0.401 0.994
N 0.078 1.227 0.264
N -1.376 1.171 0.450
C 0.832 0.230 0.882
C -0.795 -1.507 -1.774
C -1.889 0.128 0.016
C -1.196 -0.858 -0.827
H 2.539 0.431 -0.277
H -3.028 0.095 0.026
H 0.385 2.139 0.461
H -0.583 -2.254 -2.661
H 2.656 -0.622 0.847
```

Properties
Spin multiplicity: 1
HOMO-LUMO gap in eV: 10.02
LUMO level in eV: 0.37
E_HOMO in Ha: -0.3545
Total charge: 0

Atom charges from the Mulliken analysis, given in e for atoms 1 to 6: -0.555, -0.643, -0.123, -0.399, 0.403, 0.031

---

--- ii ---
Molecular formula: C4H5N3O
Method: DFT, ωB97M-V/def2-TZVPD

The geometry in XYZ format:
```
13
Properties=species:S:1:pos:R:3
O -1.232 -1.022 -0.076
N 2.024 0.453 -0.225
N 1.298 1.392 0.017
N -2.110 0.240 -0.129
C -1.228 1.272 0.049
C 1.453 -0.875 -0.172
C -0.020 0.832 0.524
C -0.043 -0.709 0.462
H -2.530 0.087 -1.005
H 1.488 -1.315 -1.148
H 0.183 -1.316 1.398
H -1.425 2.350 -0.188
H 2.141 -1.388 0.493
```

Properties
Spin multiplicity: 1
HOMO-LUMO gap in eV: 8.91
LUMO level in eV: 0.61
E_HOMO in Ha: -0.3050
Total charge: 0

Atom charges from the Mulliken analysis, given in e for atoms 1 to 6: -0.341, -0.234, -0.219, -0.222, -0.360, -0.589

---

--- iii ---
Molecular formula: C4H5N3O
Method: DFT, ωB97M-V/def2-TZVPD

The geometry in XYZ format:
```
13
Properties=species:S:1:pos:R:3
O 1.705 -0.879 0.185
N 0.806 1.328 -0.253
N -1.268 1.785 0.154
N -1.886 -1.265 -0.073
C 0.379 -1.437 -0.041
C 1.832 0.482 0.041
C -0.457 0.838 -0.063
C -0.639 -0.581 -0.156
H -2.231 -1.250 1.069
H -2.263 1.657 0.584
H -2.494 -0.385 -0.600
H 2.863 0.789 0.151
H 0.228 -2.534 -0.158
```

Properties
Spin multiplicity: 1
HOMO-LUMO gap in eV: 9.36
LUMO level in eV: 0.33
E_HOMO in Ha: -0.3319
Total charge: 0

Atom charges from the Mulliken analysis, given in e for atoms 1 to 6: -0.360, -0.496, -0.687, -0.694, -0.147, 0.069

---

--- iv ---
Molecular formula: C4H5N3O
Method: DFT, ωB97M-V/def2-TZVPD

The geometry in XYZ format:
```
13
Properties=species:S:1:pos:R:3
O -0.281 2.088 -1.324
N 0.998 0.200 1.481
N -0.187 -2.105 0.557
N 0.680 1.295 0.669
C 0.278 -0.704 0.682
C -0.872 -1.764 -0.749
C -0.274 -0.246 -0.526
C -0.040 1.123 -0.438
H -0.757 1.623 -2.011
H -1.972 -1.802 -0.716
H 1.222 2.119 0.868
H -0.690 -2.465 1.331
H -0.551 -2.359 -1.651
```

Properties
Spin multiplicity: 1
HOMO-LUMO gap in eV: 8.84
LUMO level in eV: 0.50
E_HOMO in Ha: -0.3066
Total charge: 0

Atom charges from the Mulliken analysis, given in e for atoms 1 to 6: -0.523, -0.850, -0.382, 0.277, 0.044, -0.288

---

Last place for stability: ii

---

--- i ---
Molecular formula: C4H5N3O
Method: DFT, ωB97M-V/def2-TZVPD

The geometry in XYZ format:
```
13
Properties=species:S:1:pos:R:3
O 3.132 0.053 -0.202
N -0.712 1.920 -0.005
N 0.604 -1.290 0.154
N 2.046 0.651 -0.010
C 0.860 0.042 -0.044
C -0.379 0.635 -0.235
C -1.397 -0.421 -0.253
C -0.653 -1.601 -0.031
H -1.547 2.266 0.492
H -0.029 2.523 0.330
H 1.338 -1.908 0.171
H -2.445 -0.111 -0.439
H -0.819 -2.759 0.073
```

Properties
Spin multiplicity: 1
HOMO-LUMO gap in eV: 8.02
LUMO level in eV: -0.17
E_HOMO in Ha: -0.3011
Total charge: 0

Atom charges from the Mulliken analysis, given in e for atoms 1 to 6: -0.438, -0.533, 0.031, -0.276, -0.007, 0.893

---

--- ii ---
Molecular formula: C4H5N3O
Method: DFT, ωB97M-V/def2-TZVPD

The geometry in XYZ format:
```
13
Properties=species:S:1:pos:R:3
O -1.230 0.434 1.826
N -0.801 0.224 -0.545
N -0.652 0.455 2.989
N 0.701 0.425 2.828
C 0.838 0.257 1.388
C -0.312 -1.009 -1.261
C 0.038 0.336 -1.682
C -0.382 0.313 0.790
H -0.667 0.502 -2.521
H 0.992 0.988 -1.799
H 1.813 0.012 0.754
H -0.906 -1.409 -2.153
H 0.567 -1.527 -0.614
```

Properties
Spin multiplicity: 1
HOMO-LUMO gap in eV: 10.52
LUMO level in eV: 0.71
E_HOMO in Ha: -0.3605
Total charge: 0

Atom charges from the Mulliken analysis, given in e for atoms 1 to 6: -0.075, -0.281, -0.113, -0.354, -0.190, -0.370

---

--- iii ---
Molecular formula: C4H5N3O
Method: DFT, ωB97M-V/def2-TZVPD

The geometry in XYZ format:
```
13
Properties=species:S:1:pos:R:3
O 1.377 -0.878 0.060
N 1.935 0.228 -0.227
N -2.343 0.147 0.003
N -1.651 1.248 0.085
C 0.952 1.275 -0.123
C -0.239 0.867 0.202
C -0.033 -0.683 0.618
C -1.279 -1.109 -0.352
H -0.346 -0.604 1.647
H 2.952 0.274 0.267
H 1.294 2.188 -0.342
H -0.941 -0.816 -1.531
H -1.678 -2.137 -0.306
```

Properties
Spin multiplicity: 1
HOMO-LUMO gap in eV: 8.13
LUMO level in eV: -0.04
E_HOMO in Ha: -0.3004
Total charge: 0

Atom charges from the Mulliken analysis, given in e for atoms 1 to 6: -0.305, -0.146, -0.263, -0.223, -0.810, 0.427

---

Last place for stability: iii

---

--- i ---
Molecular formula: C4H5N3O
Method: DFT, ωB97M-V/def2-TZVPD

The geometry in XYZ format:
```
13
Properties=species:S:1:pos:R:3
O 1.163 1.355 0.143
N 0.215 1.340 1.175
N 0.592 -0.468 -1.635
N 1.484 -0.805 -0.753
C -0.818 0.623 0.969
C 1.805 0.094 0.127
C -1.266 -0.523 0.097
C -0.706 -0.309 -1.306
H 2.879 0.045 0.713
H -0.478 -1.333 0.469
H -1.306 0.060 -2.163
H -1.290 0.684 2.008
H -2.275 -0.762 0.156
```

Properties
Spin multiplicity: 1
HOMO-LUMO gap in eV: 10.51
LUMO level in eV: 0.66
E_HOMO in Ha: -0.3618
Total charge: 0

Atom charges from the Mulliken analysis, given in e for atoms 1 to 6: -0.184, -0.444, -0.225, -0.345, 0.097, 0.037

---

--- ii ---
Molecular formula: C4H5N3O
Method: DFT, ωB97M-V/def2-TZVPD

The geometry in XYZ format:
```
13
Properties=species:S:1:pos:R:3
O -3.071 -0.847 0.614
N -0.889 0.326 -1.509
N 0.815 1.123 -0.064
N 0.839 -1.066 -0.503
C 0.189 0.141 -0.752
C 1.868 -0.802 0.309
C 1.721 0.557 0.667
C -2.676 0.269 0.494
H 2.675 -1.437 0.795
H -3.221 1.145 0.948
H 2.415 1.218 1.262
H 0.419 -1.987 -0.796
H -1.084 1.360 -1.463
```

Properties
Spin multiplicity: 1
HOMO-LUMO gap (alpha / beta) in eV: 8.06 / 7.15
LUMO level (alpha / beta) in eV: 0.24 / -0.90
E_HOMO (alpha / beta) in Ha: -0.2874 / -0.2957
Total charge: 0

Atom charges from the Mulliken analysis, given in e for atoms 1 to 6: -0.329, -0.652, -0.516, -0.114, 0.363, -0.234

---

Last place for stability: i